(1)
DFT (wB97M-V/def2-TZVPD) results for a 3-piece molecular cluster, C18H23ClFN3O4S2 overall at a distorted geometry.

Summary:
Frontier orbital gap, eV: 8.85

```
! wB97M-V def2-TZVPD RIJCOSX def2/J DEFGRID3
* xyz 0 1
C -0.68592 3.42305 1.72280
C -1.73036 2.55806 2.60380
Cl -1.21543 2.74564 4.37215
C -3.17077 3.22626 2.38953
N -4.22649 3.77356 2.15063
C -1.75754 0.97842 2.24305
F -1.44573 0.16610 3.39689
C -3.23816 0.59625 1.76959
N -4.37046 0.26698 1.52107
C -0.74635 0.60737 1.05815
C -1.10068 0.68384 -0.45391
C -0.05097 0.29661 -1.49752
N 1.28593 -0.19776 -1.36496
C 1.55923 -0.25178 0.03842
C 0.71195 0.11345 1.25813
H -0.86928 4.53081 2.00755
H 0.37978 3.16947 2.06177
H -0.84783 3.33019 0.58887
H -2.14063 1.03949 -0.78318
H -0.40285 0.37278 -2.60146
H 2.63276 -0.65279 0.28257
H 1.14324 0.01039 2.31495
C 8.09734 0.51110 0.57897
C 7.61010 0.60500 -0.86805
C 6.29749 -0.17466 -0.96170
S 5.55562 -0.10272 0.66470
O 5.52684 -1.43755 1.21705
O 4.38092 0.73718 0.61524
C 6.87940 0.80401 1.44457
H 8.91001 1.21261 0.77954
H 8.46571 -0.50037 0.77991
H 7.43438 1.65473 -1.12584
H 8.35087 0.21505 -1.57004
H 5.61683 0.26908 -1.68959
H 6.47224 -1.22388 -1.20710
H 6.99722 0.47599 2.47728
H 6.62080 1.86506 1.41350
C -5.98466 -2.14419 -0.65174
C -6.81004 -2.59172 -1.85931
C -6.00987 -2.24330 -3.11587
S -4.28608 -2.27678 -2.63662
O -3.75250 -0.93721 -2.74312
O -3.64190 -3.41481 -3.25329
C -4.56816 -2.63784 -0.91288
H -6.38310 -2.54509 0.28268
H -5.99374 -1.05152 -0.58259
H -6.96831 -3.67438 -1.81143
H -7.79420 -2.11739 -1.87465
H -6.17756 -2.96793 -3.91379
H -6.24195 -1.23775 -3.47187
H -3.81869 -2.13673 -0.30002
H -4.49845 -3.72038 -0.78281
*
```

=====

(2)
DFT (wB97M-V/def2-TZVPD) results for C18H23ClFN8O9Ru as an isolated structure.

Summary:
⟨S²⟩: 0.755
Frontier orbital gap (spin up / spin down), eV: 8.26 / 7.85
Relative energy (zero: lowest compared OMol25 entry of this formula, charge and spin), kcal/mol: 8.8

```
! wB97M-V def2-TZVPD RIJCOSX def2/J DEFGRID3
* xyz 2 2
Ru 2.20710 3.41318 0.54998
F -3.04904 -0.01131 -2.05568
C -1.99037 -0.50873 -1.39401
C -0.96168 0.33240 -1.09777
C 0.13514 -0.13444 -0.36243
C 1.21906 0.76371 -0.02827
O 1.14820 1.96968 -0.42967
C 2.30773 0.21672 0.68114
C 2.25754 -1.10391 1.06053
N 1.23146 -1.91863 0.81459
C 1.28513 -3.29927 1.26484
C 0.34480 -3.73927 2.34929
C 1.80988 -3.59221 2.63255
C 0.14645 -1.46500 0.06795
C -0.90837 -2.31843 -0.27110
C -1.99512 -1.86581 -1.00033
N -3.03618 -2.75620 -1.31828
C -4.00686 -2.46909 -2.37423
C -4.79625 -3.75114 -2.67003
N -3.93037 -4.93298 -2.35115
C -3.69685 -5.04431 -0.86521
C -3.58852 -3.62719 -0.29329
C 3.59112 0.94739 0.99658
O 4.52658 0.34476 1.45354
O 3.68478 2.22196 0.67137
H -1.00192 1.36970 -1.40277
H 3.10345 -1.52141 1.59015
H 1.52222 -3.99161 0.46644
H -0.07411 -4.73367 2.28252
H -0.31100 -2.98690 2.76694
H 2.41229 -4.48095 2.74643
H 2.10891 -2.75976 3.25405
H -0.86227 -3.35566 0.02697
H -3.47367 -2.14214 -3.26525
H -4.72423 -1.68947 -2.10856
H -5.09687 -3.80132 -3.71358
H -5.68440 -3.84287 -2.04814
H -3.02837 -4.80741 -2.81416
H -4.34214 -5.79465 -2.71131
H -2.78006 -5.61394 -0.72854
H -4.53010 -5.59574 -0.43385
H -2.95570 -3.63754 0.58954
H -4.57240 -3.26551 0.02596
N 3.70631 4.80516 1.11719
N 3.54271 6.00766 0.40872
C 2.65194 6.07960 -0.60324
N 2.50872 7.24927 -1.19656
N 1.99800 4.93335 -0.91232
N 0.79485 5.06952 -1.65339
O -0.05620 4.27223 -1.38670
O 0.72558 5.93336 -2.50090
H 3.77478 4.97334 2.12356
H 4.55668 4.32461 0.81287
H 4.16817 6.76932 0.62248
H 2.96244 8.07450 -0.84071
H 1.88811 7.31652 -1.99107
O 1.57934 2.56786 2.37557
Cl 1.42044 3.86990 3.15290
O 2.66656 4.18675 3.75590
O 0.37511 3.71446 4.07160
O 1.09145 4.83154 2.09034
*
```

=====

(3)
DFT (wB97M-V/def2-TZVPD) results for a 2-piece molecular cluster, C18H23ClN2O5 overall at a distorted geometry.

Summary:
Frontier orbital gap, eV: 5.62
Relative energy (zero: lowest compared OMol25 entry of this formula, charge and spin), kcal/mol: 0.0

```
! wB97M-V def2-TZVPD RIJCOSX def2/J DEFGRID3
* xyz 0 1
C 3.56763 1.75832 -1.26910
C 3.58820 0.52564 -0.31752
C 2.18850 0.03757 0.13695
C 2.36823 -0.74857 1.48538
C 1.41050 -0.73889 -0.91390
C 1.96288 -0.90011 -2.16056
N 1.31164 -1.55066 -3.14455
C 0.09646 -2.07117 -2.98093
C -0.50250 -1.95135 -1.75218
C 0.10045 -1.28698 -0.67897
C -0.51999 -1.11697 0.68836
C -1.97497 -1.62342 0.85964
C -2.97042 -0.48778 1.21084
O -2.75820 0.18995 2.18726
N -4.14956 -0.28357 0.40423
C -3.99472 0.96085 -0.33124
C -4.99054 1.93340 -0.33860
C -4.77053 3.10425 -1.05169
C -3.60079 3.37367 -1.74793
C -2.59798 2.41022 -1.72505
C -2.82113 1.22636 -1.03625
H 3.41714 1.48174 -2.32574
H 4.52838 2.28354 -1.19624
H 2.74970 2.44149 -0.99832
H 4.21201 -0.28835 -0.73052
H 4.11794 0.85681 0.58698
H 1.60809 0.95379 0.36080
H 3.32117 -0.51540 1.98866
H 1.58867 -0.37099 2.16452
H 2.18744 -1.82794 1.38610
H 2.94287 -0.52031 -2.43449
H 1.74658 -1.62037 -4.05856
H -0.41178 -2.57595 -3.79882
H -1.49072 -2.39433 -1.65510
H 0.10908 -1.69079 1.38667
H -0.45255 -0.07643 1.04804
H -2.38839 -2.18599 0.01100
H -1.99388 -2.31401 1.71733
H -4.24088 -1.07090 -0.23214
H -5.91641 1.76854 0.21340
H -5.56856 3.84910 -1.07157
H -3.45376 4.30785 -2.28926
H -1.63920 2.54528 -2.22910
H -2.03353 0.46795 -1.05271
O 3.72605 -0.51749 3.99839
Cl 3.22453 -1.25458 5.14603
O 2.60615 -0.33656 6.06739
O 4.31550 -1.93743 5.79020
O 2.24524 -2.21902 4.68282
*
```

=====

(4)
DFT (wB97M-V/def2-TZVPD) results for C18H23CuF6N5O12S2 as an isolated structure at a distorted geometry.

Summary:
⟨S²⟩: 0.753
Frontier orbital gap (spin up / spin down), eV: 7.67 / 7.68
Relative energy (zero: lowest compared OMol25 entry of this formula, charge and spin), kcal/mol: 6.3

```
! wB97M-V def2-TZVPD RIJCOSX def2/J DEFGRID3
* xyz -2 2
Cu -0.29583 -1.60192 -0.98917
F 1.12543 0.70647 3.93562
C 0.35524 1.72538 4.38343
F -0.02074 1.43055 5.62254
F -0.71053 1.81150 3.61463
S 1.40174 3.25930 4.28125
O 1.87772 3.17567 2.93370
O 2.29426 3.18296 5.40367
N 0.31767 4.38457 4.53855
S -0.84825 4.88440 3.52132
O -0.49203 4.80443 2.10686
O -2.15225 4.50480 3.95706
C -0.95276 6.71491 4.13554
F -1.09658 6.72611 5.41555
F -0.08776 7.56760 3.60858
F -2.13141 7.01512 3.56229
O -3.30151 -3.33009 -3.19118
C -2.27359 -3.15644 -2.56323
O -1.78121 -2.00589 -2.25668
C -1.54086 -4.41931 -2.09586
C -2.12275 -5.62625 -2.43998
C -1.51661 -6.86789 -2.16193
C -0.27880 -6.95604 -1.50183
C 0.33906 -5.71925 -1.26960
C -0.27767 -4.41796 -1.44028
O 0.37234 -3.42893 -0.98695
N 1.62768 -5.79420 -0.61948
O 2.35334 -6.74312 -0.96360
O 1.96714 -5.05640 0.28089
N -2.30106 -8.05876 -2.31175
O -1.78634 -9.14141 -1.94372
O -3.42893 -7.98814 -2.77959
H -3.07898 -5.63319 -2.93983
H 0.16847 -7.88648 -1.10986
C 3.46229 -2.15067 -1.02170
C 2.44730 -1.50872 -0.04600
C 3.08440 -0.47718 0.84431
O 1.43527 -0.92690 -0.81022
H 4.33617 -2.60487 -0.58821
H 3.83745 -1.47102 -1.73471
H 2.90039 -2.79003 -1.67106
H 2.15474 -2.33736 0.66205
H 3.55547 0.33725 0.33693
H 4.01332 -0.91654 1.31352
H 2.36186 -0.05562 1.59102
C 1.69445 2.50767 -1.12430
C 0.42188 2.60035 -0.18157
N -0.87920 2.43220 -0.80081
C -1.65161 3.69240 -1.09562
C -1.04002 4.73436 -2.01141
C -1.38854 1.20131 -0.97303
C -2.61761 0.97338 -1.84339
N -0.93549 0.13834 -0.36413
H 2.50821 3.06992 -0.77111
H 1.27718 2.92818 -2.14245
H 1.95440 1.44275 -1.28057
H 0.49142 3.64620 0.13418
H 0.62300 1.91066 0.60126
H -1.86845 4.19645 -0.10827
H -2.54328 3.33151 -1.62267
H -0.37539 5.34272 -1.40402
H -1.86719 5.38939 -2.46090
H -0.44761 4.29178 -2.87427
H -2.91942 -0.03673 -1.76729
H -2.21793 1.06485 -2.91387
H -3.44010 1.70034 -1.78986
H -0.09100 0.28156 0.18119
*
```

=====

(5)
DFT (wB97M-V/def2-TZVPD) results for one molecule with the formula C18H23FN6O4.

Summary:
Frontier orbital gap, eV: 8.31
Relative energy (zero: lowest compared OMol25 entry of this formula, charge and spin), kcal/mol: 14.0

```
! wB97M-V def2-TZVPD RIJCOSX def2/J DEFGRID3
* xyz 0 1
C -3.43004 0.03787 -1.40458
C -2.96817 1.35907 -0.89404
N -2.73631 2.41826 -1.63322
C -2.34037 3.40411 -0.76093
C -2.33696 2.93583 0.51681
N -2.72963 1.61634 0.42543
C -2.91576 0.70686 1.55101
C -4.18696 1.01547 2.32114
C -1.67257 0.81462 2.44818
O -1.66397 1.51708 3.44247
N -0.61337 0.09414 2.01408
C 0.72073 0.27205 2.56641
C 1.73432 0.76672 1.52886
C 1.29905 2.10422 0.89130
C 1.47885 2.09291 -0.62206
C 0.68944 0.95677 -1.26230
N 0.85981 -0.30098 -0.47495
C 0.61807 -1.46544 -1.18549
O -0.48441 -1.79815 -1.55238
C 1.79401 -2.37983 -1.45002
N 2.85765 -1.81037 -2.03489
C 3.84863 -2.61987 -2.33498
O 4.90324 -2.06245 -2.94105
N 3.91224 -3.93375 -2.10253
C 2.86975 -4.48191 -1.51413
O 2.87797 -5.78499 -1.24213
C 1.75070 -3.71939 -1.16382
F 0.71465 -4.29916 -0.55585
C 2.00566 -0.27711 0.44059
H -3.62916 0.14423 -2.46791
H -2.67009 -0.73549 -1.27863
H -4.34764 -0.28880 -0.91103
H -2.08995 4.39439 -1.10407
H -2.10331 3.39027 1.46481
H -2.95899 -0.30039 1.13389
H -4.32591 0.29453 3.12636
H -4.12432 2.00753 2.76406
H -5.04583 0.97320 1.65148
H -0.66453 -0.31316 1.09021
H 0.62790 0.99178 3.37870
H 1.06854 -0.67200 2.99611
H 2.67820 0.90417 2.06436
H 0.24411 2.28806 1.10743
H 1.85460 2.93244 1.33234
H 1.12039 3.02897 -1.05263
H 2.53706 2.01008 -0.87968
H -0.37035 1.21248 -1.29683
H 1.02781 0.79452 -2.28847
H 5.54724 -2.76205 -3.10979
H 3.72035 -6.14304 -1.55686
H 2.94453 -0.06575 -0.07827
H 2.10305 -1.26493 0.89745
*
```

=====

(6)
DFT (wB97M-V/def2-TZVPD) results for C18H23HgN5O3S2 as an isolated structure at a distorted geometry.

Summary:
Frontier orbital gap (spin up / spin down), eV: 4.68 / 4.68

```
! wB97M-V def2-TZVPD RIJCOSX def2/J DEFGRID3
* xyz 2 1
C 1.40303 -2.45422 -3.05277
C 0.65797 -3.57988 -3.62867
H 2.00880 -1.88098 -3.73132
H 1.91893 -2.69050 -2.12365
C -0.56726 -3.90534 -3.03395
C -1.08159 -3.04431 -2.08924
H -0.38660 -2.29895 -1.72555
H -2.06650 -3.19461 -1.60901
C 1.04767 -4.32121 -4.88509
H 1.82986 -3.82600 -5.48361
H 0.19566 -4.46699 -5.58444
H 1.39843 -5.34766 -4.67980
C -1.34126 -5.20215 -3.25633
H -0.74202 -6.11188 -3.08770
H -1.78029 -5.27652 -4.26019
H -2.17054 -5.23981 -2.52604
Hg 0.21330 1.32103 2.50803
O 0.28958 0.37105 -0.06414
C -0.61125 0.33503 -0.95048
O -1.12663 2.67737 0.86645
C -2.00661 2.20502 0.11257
O -3.25489 2.68028 0.08513
N -1.86897 1.08257 -0.67984
C -4.01782 1.90297 -0.84873
C -3.12463 0.88560 -1.43157
H -4.40996 2.56005 -1.59724
H -4.86136 1.47468 -0.34129
H -2.88927 1.05709 -2.47897
H -3.49774 -0.11946 -1.26004
C -0.53023 -0.40200 -2.19366
C 0.73287 -0.83294 -2.84716
H -1.53655 -0.45526 -2.64443
H 1.64439 -0.26581 -2.47794
H 0.63793 -0.66129 -3.96360
N 0.88834 -0.95556 5.16252
C 1.62550 0.16814 5.27022
N 1.56550 1.17293 4.42457
C 2.33727 2.24509 4.83778
C 3.01505 2.02204 6.02270
S 2.71836 0.43940 6.60542
C 2.21672 3.43385 4.05040
C 2.75343 4.69116 4.25036
S 2.21119 5.79338 3.05520
C 1.14767 4.59169 2.41704
N 1.33269 3.40411 2.99220
N 0.21768 4.89888 1.53747
H 0.96940 -1.65662 5.87969
H 0.13762 -1.00696 4.48229
H 3.62791 2.76797 6.50713
H 3.41220 4.93651 5.06440
H 0.21072 5.86127 1.19389
H -0.49373 4.21776 1.21101
*
```